{"formula": "C21H36B2Br3Cl5F9IMgN3NaO13P3", "method": "ωB97M-V with the def2-TZVPD basis set", "species": ["C", "C", "B", "O", "P", "Cl", "I", "C", "O", "N", "C", "O", "F", "P", "O", "Cl", "H", "H", "H", "H", "H", "H", "H", "H", "C", "Br", "Br", "Br", "H", "Na", "B", "O", "C", "O", "C", "O", "O", "F", "F", "C", "C", "O", "N", "C", "H", "H", "H", "H", "H", "H", "H", "C", "C", "O", "C", "O", "O", "C", "H", "H", "H", "H", "H", "H", "H", "H", "Mg", "C", "C", "C", "O", "C", "H", "H", "H", "H", "H", "H", "H", "H", "C", "C", "N", "H", "H", "H", "F", "P", "F", "F", "F", "F", "F", "C", "Cl", "Cl", "Cl", "H"], "positions_angstrom": [[-0.565, -4.267, 2.428], [0.250, -4.639, 1.120], [-0.278, -3.730, -0.085], [-1.544, -3.101, 0.098], [0.723, -3.430, -1.751], [2.150, -4.977, -1.264], [-1.008, -1.654, -2.343], [2.098, -2.108, -1.749], [2.782, -2.071, -0.806], [2.215, -1.270, -2.924], [2.033, 0.117, -2.660], [1.485, 0.770, -3.424], [2.504, 0.705, -1.549], [0.332, -4.466, -3.672], [-0.960, -3.752, -4.395], [-0.290, -6.356, -3.070], [-1.627, -4.515, 2.278], [-0.491, -3.170, 2.539], [-0.126, -4.715, 3.330], [0.123, -5.715, 0.901], [1.303, -4.391, 1.363], [-1.457, -2.314, 0.667], [3.062, -1.463, -3.456], [-0.653, -3.380, -5.239], [0.344, 0.563, 1.394], [2.063, 1.230, 1.966], [-0.577, -0.368, 2.822], [-0.742, 1.959, 0.619], [0.530, -0.164, 0.610], [-3.596, -2.474, 0.193], [0.852, 6.915, -0.068], [0.383, 6.678, 1.355], [-0.650, 5.915, 1.302], [-1.260, 5.551, 2.313], [-0.978, 5.568, -0.123], [-1.886, 4.874, -0.473], [-0.100, 6.152, -0.913], [2.135, 6.438, -0.220], [0.794, 8.264, -0.358], [-3.047, -2.426, 6.897], [-3.228, -2.269, 5.410], [-2.328, -2.522, 4.617], [-4.436, -1.833, 4.966], [-5.609, -1.489, 5.751], [-2.039, -2.780, 7.098], [-3.186, -1.466, 7.396], [-3.756, -3.157, 7.287], [-4.490, -1.751, 3.964], [-6.438, -2.128, 5.444], [-5.873, -0.449, 5.552], [-5.436, -1.616, 6.814], [6.499, 3.522, 5.038], [6.236, 5.013, 5.064], [5.174, 5.374, 4.157], [3.952, 5.119, 4.575], [3.629, 4.633, 5.626], [3.089, 5.486, 3.595], [1.756, 5.172, 3.888], [6.684, 3.184, 4.017], [7.362, 3.274, 5.655], [5.640, 2.962, 5.410], [7.122, 5.547, 4.724], [6.014, 5.366, 6.072], [1.457, 5.582, 4.877], [1.599, 4.092, 3.868], [1.137, 5.625, 3.109], [-0.651, 6.884, 3.956], [-0.278, 5.739, -5.432], [-0.639, 5.637, -3.959], [-1.063, 7.062, -3.644], [-1.614, 7.604, -4.846], [-1.313, 6.729, -5.939], [-0.307, 4.786, -5.959], [0.726, 6.159, -5.540], [-1.486, 4.957, -3.831], [0.176, 5.286, -3.330], [-0.204, 7.681, -3.359], [-1.807, 7.115, -2.847], [-2.240, 6.221, -6.229], [-0.958, 7.314, -6.788], [4.166, -8.257, -1.941], [5.322, -9.052, -1.493], [6.211, -9.662, -1.147], [4.387, -7.792, -2.900], [3.294, -8.900, -2.049], [3.947, -7.480, -1.211], [-4.817, -4.123, -2.495], [-4.501, -5.666, -2.969], [-4.807, -6.982, -2.056], [-4.544, -5.085, -4.494], [-3.290, -5.347, -1.896], [-3.402, -6.606, -3.739], [-6.118, -5.827, -3.111], [-2.339, -5.509, -7.645], [-1.960, -6.048, -6.017], [-1.008, -4.536, -8.308], [-2.685, -6.882, -8.700], [-3.224, -4.885, -7.598]], "total_charge": 1, "e_lumo_ev": -9.1, "orbital_gap_ev": 1.6, "homo_ev": -10.68, "multiplicity": 1}

---

{"formula": "CH4FNO4S2", "method": "ωB97M-V with the def2-TZVPD basis set", "species": ["N", "S", "O", "O", "S", "O", "O", "C", "F", "H", "H", "H", "H"], "positions_angstrom": [[1.986, -0.202, -0.674], [1.101, 0.481, 0.494], [1.668, 1.672, 0.939], [0.969, -0.571, 1.444], [-0.849, 0.621, -0.493], [-1.323, 1.881, -0.020], [-0.525, 0.355, -1.919], [-1.800, -0.791, 0.383], [-2.701, -0.148, 1.179], [2.287, 0.402, -1.436], [2.518, -1.069, -0.432], [-0.963, -1.169, 0.933], [-2.368, -1.461, -0.398]], "e_lumo_ev": 0.0, "orbital_gap_ev": 10.8, "homo_ev": -10.76, "smiles": "NS(=O)(=O)S(=O)(=O)CF", "multiplicity": 1}

---

{"formula": "C41H42BMoN8O2P2Te", "method": "ωB97M-V with the def2-TZVPD basis set", "species": ["Mo", "C", "C", "C", "C", "N", "N", "B", "N", "C", "C", "C", "C", "N", "N", "C", "C", "C", "C", "N", "N", "C", "C", "C", "C", "N", "H", "H", "H", "H", "H", "H", "H", "H", "H", "H", "H", "H", "H", "H", "H", "H", "H", "H", "H", "H", "O", "P", "C", "P", "O", "C", "C", "C", "C", "C", "C", "C", "C", "C", "C", "C", "C", "C", "C", "C", "C", "C", "C", "C", "C", "C", "C", "C", "C", "H", "H", "H", "H", "H", "H", "H", "H", "H", "H", "H", "H", "H", "H", "H", "H", "H", "H", "H", "H", "H", "H", "Te"], "positions_angstrom": [[-0.247, 1.618, 2.842], [0.460, 4.598, 4.773], [-0.935, 4.252, 4.491], [-2.147, 4.983, 4.460], [-3.141, 4.085, 4.013], [-2.596, 2.894, 3.727], [-1.206, 3.001, 3.912], [-3.096, 1.839, 2.691], [-2.448, 2.079, 1.306], [-3.003, 2.618, 0.196], [-2.019, 3.054, -0.673], [-0.764, 2.781, -0.058], [0.583, 3.243, -0.450], [-1.016, 2.091, 1.099], [-2.570, 0.565, 3.348], [-3.347, -0.512, 3.673], [-2.584, -1.679, 3.756], [-1.218, -1.290, 3.585], [0.064, -2.073, 3.681], [-1.232, 0.069, 3.291], [-4.601, 1.989, 2.731], [-5.426, 2.056, 3.855], [-6.692, 1.620, 3.500], [-6.528, 1.081, 2.156], [-7.404, 0.356, 1.177], [-5.271, 1.372, 1.706], [0.610, 5.690, 4.765], [0.708, 4.290, 5.822], [1.105, 4.042, 4.094], [-2.203, 6.040, 4.799], [-4.202, 4.278, 3.812], [-4.086, 2.697, 0.056], [-2.078, 3.413, -1.688], [0.467, 3.701, -1.451], [0.992, 4.001, 0.228], [1.290, 2.393, -0.470], [-4.420, -0.440, 3.801], [-2.937, -2.699, 3.781], [0.392, -2.340, 2.688], [0.834, -1.385, 4.143], [-0.097, -2.886, 4.394], [-5.083, 2.341, 4.858], [-7.662, 1.743, 4.028], [-8.360, 0.082, 1.606], [-7.567, 1.012, 0.339], [-6.906, -0.528, 0.744], [2.417, 0.849, -0.443], [2.871, 0.121, -1.664], [1.675, -0.948, -2.570], [0.543, -1.952, -1.522], [0.065, -1.394, -0.235], [1.487, -3.486, -1.367], [1.428, -4.496, -2.365], [1.993, -5.711, -2.095], [2.669, -5.982, -0.899], [2.882, -4.912, -0.048], [2.254, -3.692, -0.228], [-0.784, -2.398, -2.710], [-1.882, -3.057, -2.159], [-2.885, -3.467, -2.971], [-2.901, -3.125, -4.301], [-1.799, -2.520, -4.870], [-0.743, -2.122, -4.063], [3.377, 1.291, -2.970], [4.290, 2.325, -2.647], [4.585, 3.338, -3.563], [3.922, 3.387, -4.762], [3.000, 2.356, -5.035], [2.796, 1.264, -4.243], [4.255, -0.985, -1.347], [4.915, -1.657, -2.409], [6.074, -2.331, -2.126], [6.617, -2.418, -0.833], [5.936, -1.821, 0.192], [4.714, -1.138, -0.058], [2.161, -1.673, -3.250], [1.047, -0.326, -3.227], [0.965, -4.251, -3.314], [1.878, -6.474, -2.862], [3.019, -6.967, -0.680], [3.559, -4.961, 0.823], [2.402, -2.892, 0.499], [-1.930, -3.242, -1.088], [-3.714, -4.110, -2.585], [-3.791, -3.317, -4.879], [-1.792, -2.357, -5.932], [0.171, -1.678, -4.529], [4.733, 2.296, -1.646], [5.288, 4.103, -3.370], [3.986, 4.168, -5.516], [2.414, 2.444, -5.929], [2.226, 0.455, -4.676], [4.521, -1.603, -3.455], [6.585, -2.721, -2.965], [7.594, -2.912, -0.693], [6.250, -1.851, 1.229], [4.162, -0.628, 0.708], [2.083, 1.042, 2.508]], "total_charge": 2, "e_lumo_ev": [-7.0, -8.6], "orbital_gap_ev": [6.0, 4.5], "homo_ev": [-13.06, -13.06], "multiplicity": 4}

---

Number 1: maximum force 3.97 eV/Å, electronic energy -14619.8974 a.u.. Number 2: maximum force 3.23 eV/Å, electronic energy -1292.3649 a.u.. Number 3: maximum force 4.16 eV/Å, electronic energy -3219.4015 a.u..